12
Properties=species:S:1:pos:R:3:forces:R:3:mulliken_charge:R:1 method="wB97M-V/def2-TZVPD" spin_multiplicity=1 e_homo_ev=-9.76 lumo_energy_ev=0.581 smiles="C=C=C.O=CS" e_above_lowest_kcal_mol=78.45
C -0.177191 0.935586 -1.341345 -2.069 2.678 -4.351 -0.7310
C -1.805486 -0.745111 0.689540 2.051 -0.755 1.486 0.1719
C 0.788401 0.397831 -0.762263 3.848 -0.826 4.266 0.4981
C 1.816178 0.197405 0.064213 -1.873 -0.502 -1.871 -0.7431
O -2.442048 0.220819 0.455704 -0.880 0.794 -0.284 -0.4169
S -2.145242 -2.313921 0.057984 -0.874 -1.878 -0.908 -0.1801
H -0.421639 0.533389 -2.348583 -0.619 0.068 0.899 0.2372
H -0.342728 2.048434 -1.248281 -0.261 -1.456 0.395 0.2317
H -0.878052 -0.787550 1.309501 -0.358 0.519 0.003 0.2656
H 1.779837 -0.397767 0.948807 -0.077 -0.166 0.480 0.2483
H 2.735416 0.447840 -0.386961 1.287 0.255 0.026 0.2719
H -1.353257 -3.223793 0.733868 -0.175 1.270 -0.142 0.1464


56
Properties=species:S:1:pos:R:3:forces:R:3:mulliken_charge:R:1 method="wB97M-V/def2-TZVPD" spin_multiplicity=1 e_homo_ev=-4.57 lumo_energy_ev=2.077 charge=-1 e_above_lowest_kcal_mol=34.56
Zn -0.179574 -1.818175 0.413252 0.458 0.099 -0.194 0.5417
C 1.341227 1.401266 1.678942 0.167 -0.038 0.088 -1.4336
N 1.685367 0.255464 0.853245 0.029 0.157 0.119 1.1290
C 2.602878 0.651678 -0.204649 -0.025 -0.004 -0.068 -0.9879
C 2.275898 -0.783515 1.687712 -0.016 -0.092 0.080 -1.2377
C 2.648379 -2.036586 0.900534 -0.042 -0.053 -0.050 -0.9787
N 1.665062 -2.285352 -0.138664 -0.062 -0.023 -0.246 0.6390
C 1.877792 -3.301804 -1.005002 0.165 -0.212 -0.097 -0.0344
C 1.128011 -3.342654 -2.212106 0.153 0.084 0.262 0.1340
F 0.362992 -2.272185 -2.490318 -0.235 0.087 -0.096 -0.2059
C 1.187507 -4.373007 -3.113105 0.173 -0.079 0.099 -0.0560
F 0.439631 -4.324933 -4.227574 -0.106 0.065 -0.059 -0.3253
C 2.036685 -5.448644 -2.918918 0.006 -0.099 -0.031 -0.5667
C 2.841688 -5.403436 -1.801861 -0.023 0.044 -0.185 0.2032
F 3.707786 -6.415024 -1.586959 0.062 -0.012 0.059 -0.3345
C 2.805927 -4.368096 -0.890615 -0.147 0.124 -0.041 0.4252
F 3.689925 -4.434663 0.133608 -0.098 -0.027 0.110 -0.3267
H 2.230178 1.820654 2.183022 0.040 0.028 -0.065 0.4040
H 0.622176 1.099495 2.439000 0.117 0.004 -0.083 0.3419
H 0.891740 2.181792 1.063589 -0.060 0.005 -0.009 0.1855
H 3.601218 0.903804 0.192582 -0.019 0.002 0.045 0.2961
H 2.212076 1.530029 -0.715176 -0.009 -0.035 -0.006 0.1308
H 2.707150 -0.155961 -0.928621 -0.004 -0.009 0.020 0.1944
H 1.543697 -1.038576 2.458407 0.039 0.008 -0.020 0.2376
H 3.180006 -0.414221 2.205199 -0.001 0.054 -0.035 0.4475
H 2.717097 -2.859270 1.619859 0.057 0.039 0.021 0.5422
H 3.638068 -1.913351 0.446405 0.040 0.015 0.047 0.5584
H 2.073009 -6.277741 -3.608493 0.006 0.015 -0.011 0.4642
I -0.614283 -3.108236 2.522470 -0.117 -0.294 0.618 -0.4789
C -2.652968 4.236021 1.082088 0.078 0.021 0.036 -1.1063
N -2.565719 2.795388 1.224333 -0.149 0.190 -0.094 -0.0763
C -1.945459 2.057146 2.160265 -0.011 -0.332 -0.121 0.1666
S -1.812254 0.396361 1.961473 -0.287 -0.053 0.123 -0.3342
N -1.414266 2.629233 3.270494 -0.022 0.219 0.083 -0.0684
C -1.810889 3.877316 3.903405 -0.037 -0.018 -0.030 -1.0725
H -3.182184 4.444722 0.156816 0.007 -0.023 -0.055 0.3536
H -1.663816 4.697342 1.019681 -0.030 0.005 -0.006 0.3558
H -3.211979 4.692440 1.899319 0.000 0.030 -0.112 0.3437
H -2.887323 2.238459 0.448437 0.021 -0.033 -0.010 0.1127
H -1.081712 1.914559 3.897224 0.041 -0.018 -0.009 0.3230
H -2.885136 3.910720 4.107939 0.013 0.032 -0.014 0.3354
H -1.532673 4.739591 3.300955 0.007 -0.008 0.122 0.3224
H -1.286527 3.948944 4.853299 0.024 -0.016 -0.003 0.3557
Br 0.647277 2.909821 -2.632413 -0.019 -0.069 -0.044 -0.1828
C -0.991672 1.958390 -2.482234 -0.007 0.083 0.002 -0.3396
C -2.148703 2.614174 -2.866352 0.003 0.023 0.066 -0.3110
N -3.349041 2.059472 -2.743259 -0.141 -0.025 -0.008 -0.6011
C -3.411257 0.809027 -2.288324 0.087 0.099 -0.073 -0.6696
C -2.296400 0.063404 -1.914813 -0.057 -0.139 0.186 0.7029
C -1.047100 0.665830 -1.987574 -0.039 -0.027 0.083 0.4696
C -2.529828 -1.388713 -1.488192 0.195 0.146 -0.281 0.0871
O -3.438429 -1.969115 -2.061931 -0.068 0.008 0.163 -0.7049
O -1.764630 -1.881792 -0.594368 -0.240 0.086 -0.326 -0.5356
H -2.109735 3.614420 -3.284355 0.054 0.001 0.066 0.3682
H -4.394010 0.360875 -2.220306 0.022 -0.051 -0.001 0.4248
H -0.152880 0.137211 -1.677374 0.007 0.013 -0.015 0.3727


130
Properties=species:S:1:pos:R:3:forces:R:3:mulliken_charge:R:1 method="wB97M-V/def2-TZVPD" spin_multiplicity=1 e_homo_ev=-0.42 lumo_energy_ev=3.141 charge=-2
C -0.377333 -0.232067 -3.081231 -2.981 -1.351 -5.370 -0.7077
C -0.206563 -0.012697 -1.791241 4.135 2.919 3.665 0.3576
C -1.398873 0.103023 -0.790161 0.638 -0.771 4.194 0.3282
O -1.246683 0.213093 0.504469 1.022 0.245 -2.578 -0.8171
C -2.672823 -0.125677 -1.222041 -0.608 -0.071 -3.924 -0.6713
C -2.892543 -0.335127 -2.657591 0.386 0.273 1.513 0.4182
C -1.662103 -0.317087 -3.694851 -0.937 -0.793 2.625 0.5850
O -1.991223 -0.532507 -4.854551 0.584 0.199 -1.282 -0.7318
O -3.998683 -0.606827 -3.123311 -0.876 -0.116 -0.454 -0.7543
O 1.019337 0.307873 -1.456961 -2.354 -0.972 0.883 -0.8035
H 0.391587 -0.381387 -3.824781 0.771 0.295 0.379 0.3658
H -3.525883 -0.150087 -0.560161 0.038 -0.002 0.134 0.4469
C -0.455433 9.375023 4.371889 -1.029 -1.203 -0.682 -0.7666
O 0.083457 8.063163 4.209349 0.474 0.186 -0.700 -0.3331
C -0.135103 7.198983 5.308529 1.175 0.578 0.878 -0.3527
C 0.644387 5.877673 5.187999 -0.075 0.073 -1.546 -0.8962
N 2.090127 6.044943 4.827809 -1.790 0.301 1.784 -0.4048
C 2.896897 6.621503 5.938769 0.173 -1.082 -1.494 -0.4917
C 2.811427 5.794673 7.205139 0.565 -0.136 -0.971 -0.4347
O 3.902967 6.232423 7.983889 0.138 0.326 2.322 -0.3350
C 3.632867 6.103863 9.408949 -1.060 -0.186 -1.011 -0.7246
H -0.447483 9.899843 3.416589 0.553 -0.176 -0.070 0.2663
H -0.009393 10.009843 5.137489 0.182 -0.314 0.268 0.2891
H -1.517673 9.189813 4.531409 -0.295 0.577 0.612 0.3153
H -1.191813 7.073413 5.544569 -0.227 -0.208 -0.236 0.4668
H 0.323867 7.732223 6.141059 -0.162 0.050 0.721 0.2696
H 0.232407 5.289463 4.368019 -0.180 0.024 -0.116 0.3984
H 0.467517 5.253043 6.063589 0.275 0.224 0.179 0.3545
H 2.022567 6.708013 4.068949 0.537 0.150 -0.246 0.3030
H 2.712377 7.653833 6.236009 -0.155 0.293 -0.284 0.1902
H 3.882977 6.513903 5.486929 0.416 0.461 0.673 0.3880
H 2.947747 4.730913 7.010339 -0.240 -0.190 -0.199 0.2918
H 1.813407 5.945833 7.616489 0.105 0.125 0.735 0.3341
H 4.389137 6.473623 10.101359 0.395 0.129 -0.741 0.2758
H 3.396647 5.073943 9.676439 0.290 -0.331 -0.099 0.2999
H 2.700887 6.635793 9.600189 -0.053 0.331 0.222 0.2966
C 6.772307 -6.023867 8.927269 -0.445 1.264 -0.052 -0.7828
O 6.607767 -5.806637 7.543899 0.622 -0.899 -0.646 -0.2686
C 7.841967 -5.872937 6.803499 -0.883 -0.178 -0.035 -0.6855
C 7.558597 -5.829587 5.283499 0.385 1.103 1.817 -0.5428
N 6.945517 -4.537007 4.942169 0.354 -0.668 0.080 -0.4189
C 6.606917 -4.528967 3.505359 -0.688 0.332 0.146 -0.7254
C 5.137637 -5.077527 3.250569 2.212 0.035 -0.004 -0.4003
O 4.190087 -4.159527 3.732779 -0.317 -0.637 -0.472 -0.3463
C 2.838887 -4.581617 3.390559 0.974 0.516 0.771 -0.7143
H 7.386117 -5.195357 9.280689 0.296 -0.101 0.547 0.3242
H 7.176137 -6.977507 9.267239 0.241 -0.256 -0.512 0.2803
H 5.785477 -5.905427 9.374759 -0.009 -0.055 -0.007 0.2445
H 8.398767 -6.774097 7.060349 -0.180 -0.504 -0.034 0.4285
H 8.511487 -5.067977 7.106629 -0.124 0.514 -0.120 0.3616
H 6.839647 -6.603197 5.013789 0.633 -0.743 -0.170 0.2792
H 8.577677 -5.887537 4.901119 -0.242 -0.407 -0.826 0.3569
H 6.109557 -4.639617 5.499609 -0.626 1.013 -0.113 0.3158
H 7.452617 -5.030437 3.034809 -0.541 -0.979 -0.390 0.3434
H 6.785207 -3.548637 3.063469 -0.786 0.466 0.352 0.3287
H 5.118697 -6.030787 3.778809 -0.396 -0.239 0.593 0.2991
H 4.994487 -5.411117 2.222789 -0.157 0.651 -0.470 0.4749
H 2.204517 -4.181357 4.181419 -0.102 0.055 -0.231 0.2406
H 2.790917 -5.669797 3.431279 -0.160 -0.073 -0.219 0.3200
H 2.559687 -4.171057 2.420199 -0.063 -0.191 -0.008 0.2876
C -5.700423 -5.763187 -4.723331 0.798 0.327 -0.568 -0.3261
C -4.588013 -5.546797 -5.811831 -0.266 0.949 1.095 -0.4030
O -4.729003 -4.356607 -6.585241 -0.921 -0.410 -0.530 -0.5554
O -5.550673 -4.988477 -3.547401 0.030 -0.464 -0.044 -0.5041
H -5.674943 -6.809117 -4.417601 0.290 -0.060 0.190 0.3118
H -6.695073 -5.638687 -5.151431 -0.102 0.325 -0.349 0.2470
H -4.593763 -6.418027 -6.466831 0.023 0.133 -0.243 0.2827
H -3.613173 -5.427037 -5.339141 0.014 -0.740 0.400 0.2943
H -4.249783 -3.610367 -6.217721 0.165 -0.105 0.344 0.3455
H -5.509613 -4.048787 -3.739481 0.044 0.191 -0.212 0.3015
C -5.559673 -1.931697 4.700639 -0.235 -0.070 -0.687 -0.6165
C -5.816953 -2.825247 3.470229 -0.278 1.344 1.705 -0.2114
O -6.066683 -4.127957 3.999169 -0.422 0.398 -1.124 -0.5105
O -4.231483 -2.174617 5.087859 0.131 0.515 0.533 -0.5032
H -6.264943 -2.057587 5.522119 0.141 -1.003 0.077 0.3189
H -5.737963 -0.873317 4.510569 0.334 0.300 -0.695 0.3093
H -4.945023 -2.822837 2.816149 0.184 0.013 0.055 0.2897
H -6.607053 -2.314757 2.919549 -0.694 -0.745 -0.258 0.2849
H -6.229663 -4.636847 3.201629 -0.054 -0.628 0.148 0.3020
H -3.788473 -1.826037 4.310789 0.951 -0.092 0.192 0.3355
C 0.705567 0.573603 -10.608181 0.008 1.345 0.556 -0.4399
C 0.556927 2.017323 -10.042001 0.455 -1.916 0.034 -0.3253
O -0.706173 2.141853 -9.432651 -0.291 0.676 -0.340 -0.5052
O 0.914787 -0.410637 -9.603651 0.004 0.280 -0.533 -0.5000
H 1.567327 0.552013 -11.275271 -0.040 -0.250 -0.033 0.3301
H -0.230783 0.475503 -11.157471 -0.020 -0.721 -0.269 0.2675
H 0.645517 2.689133 -10.895771 -0.275 0.301 0.228 0.3058
H 1.369887 2.170383 -9.332241 0.104 0.344 0.082 0.2488
H -0.824643 1.487783 -8.740001 0.159 0.045 0.250 0.3024
H 0.155977 -0.434717 -9.016091 -0.125 -0.119 0.116 0.3146
C 7.096467 3.648893 -6.121141 -0.586 0.660 1.165 -0.3271
C 6.201197 2.674783 -5.320261 0.288 -1.145 0.258 -0.3403
O 4.904157 3.188023 -5.206571 -0.673 1.548 -0.436 -0.5640
O 7.050227 4.897673 -5.381511 0.223 -0.601 -0.659 -0.5336
H 6.759257 3.830053 -7.141721 -0.258 -0.228 -0.074 0.2253
H 8.155327 3.392463 -6.155161 -0.178 -0.481 0.112 0.2707
H 6.612267 2.545933 -4.319001 0.437 0.212 0.084 0.2722
H 6.035787 1.660753 -5.684231 0.903 -0.134 -0.734 0.3383
H 4.399067 2.772903 -4.503611 0.131 -0.160 0.091 0.3248
H 6.119767 4.965983 -5.155301 -0.342 0.309 0.218 0.3324
C 3.804957 -7.274377 -4.363021 -0.106 0.355 -0.996 -0.3474
C 2.945787 -6.010057 -4.492111 0.472 0.261 -0.338 -0.3625
O 2.176797 -5.807767 -3.378211 -1.397 -0.773 1.834 -0.5446
O 3.041367 -8.470937 -4.306371 -0.702 -0.191 0.439 -0.5223
H 4.493577 -7.248057 -3.518501 0.078 0.207 -0.036 0.2441
H 4.298397 -7.346277 -5.332271 0.847 0.465 0.161 0.3190
H 2.365497 -6.117407 -5.408541 -0.346 -0.104 -0.177 0.2367
H 3.489737 -5.068667 -4.569611 1.109 -0.387 -0.728 0.3214
H 1.839257 -4.912557 -3.299021 0.042 0.061 -0.227 0.3412
H 3.402207 -9.099907 -4.935481 -0.030 0.139 0.093 0.3113
C -8.084803 2.377933 -5.929231 -1.336 -1.105 -0.073 -0.4194
C -9.197003 1.455483 -5.178351 1.642 1.933 -1.657 -0.4013
O -8.698753 1.210343 -3.893591 -0.608 -0.142 0.418 -0.4953
O -7.002003 1.601753 -6.435571 -0.786 0.460 0.204 -0.4870
H -7.707733 3.172093 -5.284851 -0.095 -0.303 0.737 0.2623
H -8.567593 2.968373 -6.707951 0.083 -0.538 -0.674 0.3469
H -9.424073 0.510213 -5.671301 0.422 -0.002 -0.516 0.2480
H -10.119343 2.028843 -5.271261 -0.152 0.126 1.088 0.3160
H -7.970403 0.611763 -4.074741 0.256 -0.244 0.639 0.3144
H -6.589553 1.258323 -5.639631 0.696 -0.208 -0.100 0.3131
C -7.139903 4.431593 0.818389 1.433 -0.120 0.120 -0.2911
C -6.951833 5.437523 1.968589 -0.291 -0.694 0.301 -0.4358
O -7.467473 4.940033 3.213769 0.235 -0.004 -0.289 -0.5334
O -8.476513 4.227993 0.525099 -1.852 0.514 -0.136 -0.5375
H -6.751843 3.431863 1.013449 0.705 0.193 0.820 0.2908
H -6.586693 4.743403 -0.067521 0.103 0.534 -0.109 0.3066
H -7.443463 6.397523 1.811119 -0.108 0.041 -0.690 0.2687
H -5.898053 5.663863 2.131169 0.034 -0.305 -0.098 0.3134
H -8.403873 4.797783 3.057199 -0.152 -0.158 0.063 0.3061
H -8.535893 3.532883 -0.134371 -0.081 -0.033 0.000 0.3107


13
Properties=species:S:1:pos:R:3:forces:R:3:mulliken_charge:R:1 method="wB97M-V/def2-TZVPD" spin_multiplicity=1 e_homo_ev="-7.45 / -7.06" lumo_energy_ev="0.834 / 0.809" e_above_lowest_kcal_mol=83.09
C 0.330389 -1.233031 0.971292 0.047 -0.134 0.067 -0.9829
C -0.768495 -0.427670 0.270912 -0.069 -0.193 0.023 -0.5168
C 0.622969 1.097749 -1.614847 0.865 -0.526 -0.666 -0.4886
C -0.593386 1.025740 0.397911 -0.283 -0.709 0.435 -0.1274
O 0.082933 1.633532 -0.531615 -0.183 0.754 -0.171 -0.2972
H 0.207675 -2.303794 0.785583 0.048 0.076 0.063 0.3140
H 1.323471 -0.933662 0.622432 -0.103 -0.040 0.046 0.2776
H 0.279951 -1.051841 2.048549 0.100 -0.110 -0.106 0.3297
H -1.746484 -0.704583 0.669840 0.023 -0.084 0.053 0.2793
H 0.979625 1.828883 -2.313439 0.070 0.341 0.040 0.2532
H -0.753744 -0.667074 -0.808330 -0.172 0.067 0.190 0.3216
H 1.105838 0.109737 -1.671386 -0.703 0.422 0.573 0.2142
H -1.070742 1.626013 1.173098 0.358 0.136 -0.547 0.4234